[1]
ORCA calculation (ωB97M-V/def2-TZVPD) on one molecule with the formula C3H7NOS.

* total energy: -17596.5987 eV
* energy relative to the best compared isomer or geometry (same formula, charge and spin): 30.7 kcal per mole
* highest occupied orbital energy: -9.668 eV
* orbital gap: 10.3134 eV
* SMILES: CNCC(=O)S
* LUMO: 0.6 eV

Positions of all 13 atoms, in Å:
C (-1.8340, -0.2361, -0.3521)
C (0.2755, 0.5105, 0.4482)
C (1.7117, 0.5502, -0.0813)
H (-2.3293, 0.0727, 0.6124)
H (-1.7960, 0.6092, -1.0328)
H (-2.4679, -1.0693, -0.6607)
H (-0.0323, -0.9181, -0.8826)
H (0.3024, 0.6377, 1.5375)
H (-0.0869, 1.4735, 0.0390)
H (1.8881, -1.5163, 0.8967)
N (-0.4738, -0.6547, -0.0225)
O (2.2724, 1.5742, -0.3518)
S (2.5701, -1.0335, -0.1499)

[2]
ORCA calculation (ωB97M-V/def2-TZVPD) on a 13-piece molecular cluster, C47H117N3O13 overall.

* total energy: -81716.1735 eV
* energy relative to the best compared isomer or geometry (same formula, charge and spin): 80.8 kcal per mole
* highest occupied orbital energy: -8.091 eV
* orbital gap: 8.2566 eV
* LUMO: 0.2 eV

Positions of all 180 atoms, in Å:
C (-6.5141, 2.6585, 1.2622)
C (-5.4780, 2.2437, 0.2784)
O (-5.3356, 0.8108, 0.3437)
H (-6.1867, 2.2842, 2.2332)
H (-7.4967, 2.2819, 0.9795)
H (-6.5875, 3.7476, 1.3201)
H (-4.4875, 2.6501, 0.5055)
H (-5.6420, 2.6055, -0.7419)
H (-5.4937, 0.4296, -0.5256)
C (-5.0293, -1.7204, 2.3042)
C (-5.2472, -3.1435, 2.7606)
O (-5.4445, -3.9687, 1.6155)
H (-5.1268, -0.9098, 3.0326)
H (-5.8210, -1.4330, 1.6123)
H (-4.0298, -1.5347, 1.9076)
H (-6.1986, -3.2248, 3.2884)
H (-4.4358, -3.5559, 3.3690)
H (-4.9514, -3.6760, 0.8423)
C (2.1140, -0.0638, 3.7746)
C (2.2707, 1.3153, 4.4048)
O (0.9658, 1.6807, 4.8503)
H (1.4176, 0.0188, 2.9343)
H (1.7120, -0.7545, 4.5140)
H (3.0452, -0.4505, 3.3519)
H (2.6085, 2.0449, 3.6679)
H (3.0016, 1.0667, 5.1831)
H (0.9718, 1.7922, 5.8046)
C (-5.6504, 0.9356, 5.3861)
C (-4.6950, 2.1085, 5.1560)
O (-3.8876, 1.7899, 4.0142)
H (-5.1308, -0.0256, 5.4067)
H (-6.3419, 0.7364, 4.5656)
H (-6.1622, 1.1069, 6.3367)
H (-4.1186, 2.2915, 6.0722)
H (-5.2136, 3.0707, 5.1361)
H (-3.0995, 1.3672, 4.3695)
C (5.4450, 1.9869, 1.3237)
C (5.5039, 1.8125, 2.8397)
O (5.3594, 3.0422, 3.5714)
H (5.8224, 2.9466, 0.9834)
H (4.3871, 1.8842, 1.0602)
H (5.9470, 1.1600, 0.8245)
H (6.5468, 1.5954, 3.1190)
H (4.8816, 1.0197, 3.2566)
H (5.1383, 2.8412, 4.4831)
C (3.2648, 4.5176, -2.3998)
C (4.6598, 4.6124, -3.0057)
O (4.7745, 4.4145, -4.4148)
H (2.5810, 5.3156, -2.6825)
H (3.4030, 4.4957, -1.3153)
H (2.7757, 3.5608, -2.5895)
H (5.3417, 3.8946, -2.5389)
H (5.1198, 5.5625, -2.7132)
H (5.0335, 5.2609, -4.7854)
C (1.3993, 1.7647, -7.6177)
C (0.6445, 1.4188, -6.3687)
O (-0.7614, 1.2893, -6.5837)
H (1.1175, 1.0684, -8.4099)
H (2.4776, 1.7619, -7.4615)
H (1.1412, 2.7611, -7.9864)
H (0.8636, 2.1343, -5.5710)
H (1.0207, 0.4476, -6.0271)
H (-1.0114, 0.4128, -6.2872)
C (-0.9518, -4.8890, 0.1117)
C (-2.3995, -4.8010, 0.5931)
O (-2.8161, -3.4243, 0.5982)
H (-0.9349, -4.7308, -0.9669)
H (-0.5614, -5.8973, 0.2684)
H (-0.3766, -4.1487, 0.6630)
H (-2.4999, -5.1796, 1.6132)
H (-3.0143, -5.4325, -0.0478)
H (-2.6520, -3.1201, 1.4965)
C (2.2057, -2.9249, 1.6461)
C (2.2731, -3.4438, 3.0759)
O (2.4575, -4.8524, 3.1556)
H (3.1901, -2.8509, 1.1678)
H (1.6265, -2.0024, 1.6566)
H (1.7782, -3.5785, 0.8817)
H (1.2826, -3.1103, 3.4063)
H (3.0927, -3.0676, 3.6848)
H (1.6306, -5.3211, 3.2828)
C (-3.6347, -2.8918, -4.3207)
C (-3.3330, -2.3892, -2.9133)
O (-3.4258, -0.9909, -2.8543)
H (-3.0186, -2.3855, -5.0652)
H (-4.6975, -2.7909, -4.5302)
H (-3.3202, -3.9372, -4.3764)
H (-2.3902, -2.8456, -2.5824)
H (-4.0713, -2.8432, -2.2334)
H (-2.8882, -0.6990, -2.0978)
C (1.7113, 9.1009, 3.0964)
C (0.9088, 8.3086, 2.0161)
C (1.8689, 7.7769, 0.9694)
C (2.6699, 6.5014, 1.3419)
C (1.6361, 5.4539, 1.8222)
C (0.6635, 5.9220, 2.9302)
N (0.0971, 7.2521, 2.6167)
O (-0.7742, 7.7098, 3.6148)
C (-0.5245, 4.9901, 2.9652)
C (1.4187, 5.9920, 4.2783)
C (-0.0186, 9.3017, 1.2942)
H (1.0945, 9.1091, 3.9966)
H (1.9489, 10.0989, 2.7405)
H (2.5721, 8.5038, 3.3956)
H (1.3235, 7.5199, 0.0565)
H (2.6355, 8.5245, 0.7552)
H (3.2845, 6.7720, 2.2056)
H (3.3349, 6.2415, 0.5233)
H (2.2296, 4.6314, 2.2318)
H (1.1001, 5.0549, 0.9591)
H (-1.2628, 5.1790, 3.7438)
H (-1.0747, 4.9456, 2.0239)
H (-0.1528, 3.9731, 3.1428)
H (2.2417, 6.7013, 4.3116)
H (0.7129, 6.2452, 5.0732)
H (1.8422, 5.0445, 4.6277)
H (-0.5029, 8.7956, 0.4570)
H (0.5728, 10.0880, 0.8158)
H (-0.7182, 9.8160, 1.9515)
H (-1.6349, 7.6906, 3.1824)
C (-0.5194, -9.4865, -2.6671)
C (0.6817, -8.5187, -2.5700)
C (1.8278, -9.2969, -3.2223)
C (3.0102, -8.3661, -3.2397)
C (2.6773, -7.2250, -4.2251)
C (1.4629, -6.3812, -3.7711)
N (0.4040, -7.3562, -3.4186)
O (-0.7757, -6.6754, -3.0266)
C (1.8404, -5.3887, -2.6798)
C (0.9799, -5.6107, -4.9937)
C (0.8969, -8.3307, -1.0662)
H (-0.6765, -9.8054, -3.7029)
H (-1.4298, -9.1487, -2.1726)
H (-0.2571, -10.4491, -2.2178)
H (2.0641, -10.1881, -2.6352)
H (1.5776, -9.6380, -4.2266)
H (3.8627, -8.8588, -3.7213)
H (3.3567, -7.9768, -2.2844)
H (2.5733, -7.5637, -5.2551)
H (3.5729, -6.5945, -4.2115)
H (2.5496, -4.6196, -2.9798)
H (0.9011, -4.9500, -2.3353)
H (2.2836, -5.8980, -1.8204)
H (0.7447, -6.2674, -5.8368)
H (0.1285, -4.9309, -4.9567)
H (1.8408, -5.0303, -5.3450)
H (1.7126, -8.9469, -0.6708)
H (0.0814, -8.5952, -0.3928)
H (1.2270, -7.3176, -0.8242)
H (-1.4878, -7.2404, -3.3463)
C (-0.1485, 0.1038, -2.8063)
C (0.3010, -0.2568, -1.3835)
C (1.5744, 0.4778, -0.9516)
C (1.3760, 1.9423, -0.6169)
C (0.2920, 2.0735, 0.4777)
C (-0.9838, 1.2613, 0.2123)
N (-0.6583, -0.0965, -0.2777)
O (-1.8530, -0.8272, -0.5095)
C (-1.6111, 1.1294, 1.6013)
C (-2.0497, 1.9615, -0.6627)
C (0.7354, -1.7241, -1.4323)
H (-0.2264, 1.1935, -2.8063)
H (-1.0876, -0.3478, -3.1263)
H (0.5799, -0.2020, -3.5583)
H (2.0262, -0.0912, -0.1304)
H (2.4094, 0.4574, -1.6635)
H (1.0628, 2.4911, -1.5096)
H (2.3294, 2.3582, -0.2850)
H (0.1838, 3.1573, 0.4493)
H (0.8053, 1.6875, 1.3596)
H (-2.5175, 0.5202, 1.5361)
H (-1.0102, 0.4758, 2.2527)
H (-1.7193, 2.0416, 2.1835)
H (-2.9672, 1.3987, -0.8088)
H (-2.2826, 2.9547, -0.2745)
H (-1.5964, 2.1497, -1.6407)
H (1.6997, -1.8345, -1.9358)
H (0.0524, -2.3871, -1.9654)
H (0.9474, -2.0510, -0.4144)
H (-1.7078, -1.6156, 0.0302)

[3]
ORCA calculation (ωB97M-V/def2-TZVPD) on BCsF8N2O8S4 as an isolated structure.

* total energy: -85674.6536 eV
* energy relative to the best compared isomer or geometry (same formula, charge and spin): 13.8 kcal per mole
* highest occupied orbital energy: -4.655 eV
* orbital gap: 8.4885 eV
* LUMO: 3.8 eV
* net charge: -2

Positions of all 24 atoms, in Å:
Cs (-28.2494, -27.8240, -10.6136)
N (-26.8521, -23.3244, -13.5532)
S (-26.9964, -24.0960, -12.1829)
O (-27.5075, -25.4362, -12.1813)
O (-27.1410, -23.3098, -11.0173)
F (-25.4208, -24.4894, -12.1142)
S (-28.4596, -23.0240, -13.8933)
O (-29.1151, -22.0777, -13.0632)
O (-29.1631, -24.1438, -14.4126)
F (-28.0975, -22.1796, -15.2166)
N (-30.8094, -26.4379, -9.9586)
S (-30.9448, -24.7517, -9.8358)
O (-30.4662, -24.0134, -8.7161)
O (-32.0275, -24.1943, -10.5733)
F (-29.7227, -24.4847, -10.8111)
S (-31.1468, -26.7171, -8.4747)
O (-32.4339, -26.3318, -7.9762)
O (-30.0498, -26.6994, -7.5637)
F (-31.3608, -28.3184, -8.7095)
B (-25.5847, -28.6541, -8.9380)
F (-24.9703, -27.8417, -9.9009)
F (-24.5981, -29.3599, -8.2172)
F (-26.3225, -27.8648, -8.0467)
F (-26.4168, -29.5761, -9.6117)

[4]
ORCA calculation (ωB97M-V/def2-TZVPD) on C7H10B2F10N4O8S2V as an isolated structure.

* total energy: -105663.6452 eV
* energy relative to the best compared isomer or geometry (same formula, charge and spin): 0.0 kcal per mole
* highest occupied orbital energy (spin up / spin down): -3.632 / -3.692 eV
* spin multiplicity: 2
* orbital gap (spin up / spin down): 7.6950 / 7.7546 eV
* LUMO (spin up / spin down): 4.1 / 4.1 eV
* net charge: -2

Positions of all 44 atoms, in Å:
O (0.6513, 0.9632, -0.7050)
V (-0.0127, -0.1211, 0.1841)
B (-0.1239, -2.8447, 2.2666)
F (-0.5142, -1.9573, 1.1867)
F (0.9358, -3.6819, 1.8429)
F (0.3452, -2.0590, 3.3136)
F (-1.2076, -3.6328, 2.6454)
B (3.2544, -0.3703, 1.8486)
F (1.9434, -0.2851, 1.2170)
F (3.4514, -1.6456, 2.3867)
F (4.1887, -0.1406, 0.8111)
F (3.3751, 0.5750, 2.8546)
N (-1.6766, -0.6042, -1.0111)
S (-3.1621, -1.0753, -0.5423)
O (-3.4738, -2.4266, -0.8534)
O (-4.1732, -0.0920, -0.7416)
F (-2.9467, -1.0624, 1.0088)
S (-1.8149, -0.8370, -2.6440)
O (-2.7610, 0.0735, -3.1832)
O (-1.7833, -2.1591, -3.1543)
F (-0.4140, -0.2647, -3.0514)
O (-1.9171, 1.2773, 3.7233)
C (-0.6473, 1.2736, 3.1687)
O (-0.6241, 0.7907, 1.9744)
O (0.2673, 1.7280, 3.8020)
H (-2.4433, 0.7828, 3.0836)
C (2.3492, -4.0590, -0.7573)
C (1.7442, -2.7499, -0.8656)
N (1.2203, -1.7390, -0.8995)
H (1.7104, -4.7527, -1.3112)
H (2.3590, -4.3458, 0.2935)
H (3.3323, -4.1301, -1.2147)
C (3.7572, 4.2645, -3.5319)
C (3.0898, 3.3913, -2.5774)
N (2.5636, 2.6895, -1.8316)
H (3.3671, 5.2776, -3.4410)
H (3.7486, 3.8740, -4.5443)
H (4.8078, 4.3717, -3.2436)
C (-4.2647, 2.6275, 0.5777)
C (-2.8902, 2.5848, 0.0950)
N (-1.8130, 2.5518, -0.2842)
H (-4.5044, 3.6074, 0.9909)
H (-4.3546, 1.8852, 1.3676)
H (-4.9395, 2.4470, -0.2545)

[5]
ORCA calculation (ωB97M-V/def2-TZVPD) on one molecule with the formula C2H4ClOP.

* total energy: -25996.0842 eV
* energy relative to the best compared isomer or geometry (same formula, charge and spin): 42.4 kcal per mole
* highest occupied orbital energy: -8.763 eV
* orbital gap: 8.2179 eV
* LUMO: -0.5 eV

Positions of all 9 atoms, in Å:
C (-0.2528, 1.1741, -0.3966)
C (0.6183, -1.3078, 0.3449)
O (-1.8586, -0.4411, 1.2343)
P (-0.8065, -0.4267, 0.2514)
Cl (1.8201, -0.9579, -0.8086)
H (0.6244, 1.4005, 0.1899)
H (0.2380, 1.0879, -1.4277)
H (-1.1779, 1.7806, -0.2887)
H (0.7950, -2.3095, 0.9013)

[6]
ORCA calculation (ωB97M-V/def2-TZVPD) on a 3-piece molecular cluster, C3H9N2O2 overall.

* total energy: -10326.4905 eV
* energy relative to the best compared isomer or geometry (same formula, charge and spin): 8.3 kcal per mole
* highest occupied orbital energy: -14.217 eV
* orbital gap: 11.4286 eV
* LUMO: -2.8 eV
* net charge: +1

Positions of all 16 atoms, in Å:
C (1.1758, 1.2664, -1.8740)
C (0.2521, 2.0418, -1.2478)
N (-0.5717, 1.1728, -0.5739)
C (-0.1892, -0.0744, -0.7493)
N (0.8801, -0.0385, -1.5415)
H (2.0417, 1.5362, -2.4489)
H (0.1151, 3.0950, -1.2097)
H (-1.3147, 1.4597, 0.0267)
H (-0.6016, -0.9542, -0.2834)
H (1.4236, -0.8357, -1.8437)
H (1.0777, -0.1162, 2.7753)
H (-0.0082, -0.9550, 2.0692)
O (0.5477, -0.1686, 1.9669)
H (-2.1755, -2.0210, 1.9488)
H (-1.2721, -3.1926, 1.5276)
O (-1.3808, -2.2157, 1.4577)

[7]
ORCA calculation (ωB97M-V/def2-TZVPD) on one molecule with the formula C12H19NO3.

* total energy: -20383.8590 eV
* energy relative to the best compared isomer or geometry (same formula, charge and spin): 42.2 kcal per mole
* highest occupied orbital energy: -8.017 eV
* orbital gap: 8.9353 eV
* SMILES: CCOc1ccccc1OC[C@@H](O)CNC
* LUMO: 0.9 eV

Positions of all 35 atoms, in Å:
C (4.2860, 2.2547, -0.8535)
C (3.7111, 2.1739, 0.5588)
H (3.6168, 3.1808, 0.9755)
H (4.3701, 1.5913, 1.2152)
O (2.3964, 1.6631, 0.5861)
C (2.1865, 0.3239, 0.4436)
C (3.1675, -0.6487, 0.3519)
C (2.8249, -1.9885, 0.2279)
C (1.5002, -2.3629, 0.1840)
C (0.5018, -1.4024, 0.2716)
C (0.8270, -0.0643, 0.4096)
O (-0.0642, 0.9697, 0.5117)
C (-1.4350, 0.7036, 0.7136)
C (-2.2303, 0.7313, -0.6074)
O (-1.6391, -0.0780, -1.6000)
H (-0.7071, 0.1620, -1.6636)
C (-3.6525, 0.2191, -0.3740)
N (-3.6093, -1.1521, 0.0960)
H (-3.0774, -1.6924, -0.5822)
C (-4.9253, -1.7319, 0.2585)
H (-5.5354, -1.7023, -0.6570)
H (-4.8182, -2.7676, 0.5753)
H (-5.4538, -1.1818, 1.0382)
H (-4.1385, 0.8336, 0.3897)
H (-4.2190, 0.3232, -1.3153)
H (-2.2742, 1.7723, -0.9673)
H (-1.5971, -0.2514, 1.2193)
H (-1.8027, 1.5092, 1.3559)
H (-0.5297, -1.7121, 0.2166)
H (1.2278, -3.4015, 0.0769)
H (3.6064, -2.7300, 0.1607)
H (4.2115, -0.3806, 0.3845)
H (5.2740, 2.7060, -0.8220)
H (4.3624, 1.2665, -1.3003)
H (3.6383, 2.8644, -1.4784)

[8]
ORCA calculation (ωB97M-V/def2-TZVPD) on one molecule with the formula C5H11NS.

* total energy: -17687.8264 eV
* energy relative to the best compared isomer or geometry (same formula, charge and spin): 14.7 kcal per mole
* highest occupied orbital energy: -8.230 eV
* orbital gap: 8.9583 eV
* SMILES: C/C=C(/CC)SN
* LUMO: 0.7 eV

Positions of all 18 atoms, in Å:
C (-0.0702, 0.2488, 1.5404)
C (-0.3318, -0.1260, 0.3005)
C (0.4282, -0.6417, 2.6303)
C (0.4504, 1.1727, -1.6558)
C (-0.7592, 0.7191, -0.8343)
N (-0.7782, -2.1059, -1.5774)
S (0.0051, -2.0214, -0.0599)
H (-0.2239, 1.2854, 1.8201)
H (1.3396, -0.2349, 3.0647)
H (0.6434, -1.6357, 2.2474)
H (-0.3143, -0.7269, 3.4237)
H (0.8439, 0.3430, -2.2389)
H (1.2351, 1.5349, -0.9958)
H (0.1696, 1.9748, -2.3353)
H (-1.2738, 1.5928, -0.4263)
H (-1.4523, 0.1700, -1.4728)
H (-0.1441, -2.4105, -2.3061)
H (-1.5850, -2.7175, -1.5400)

- Which value of total energy does entry 6 give?
  -10326.4905 eV

- total energy of number 7 (C12H19NO3)?
  -20383.8590 eV